# 1
# C13H23Cl7O4

4 unconnected molecules or ions with the total composition C13H23Cl7O4 at a distorted geometry (wB97M-V/def2-TZVPD, OMol25).

Atoms and positions in Å:
C1 -2.132 0.236 0.629
C2 -1.944 -0.972 -0.239
O1 -2.824 -1.440 -0.874
O2 -0.691 -1.479 -0.360
C3 0.060 -1.649 0.852
C4 1.260 -0.686 0.854
C5 2.127 -1.076 -0.336
C6 3.575 -0.711 -0.230
O3 4.322 -0.885 -1.126
O4 4.011 -0.200 0.964
C7 4.472 1.114 0.874
Cl1 3.892 1.993 2.316
H1 -2.096 -0.051 1.668
H2 -3.054 0.716 0.368
H3 -1.284 0.875 0.460
H4 -0.544 -1.536 1.737
H5 0.404 -2.672 0.847
H6 1.763 -0.790 1.807
H7 0.867 0.315 0.772
H8 1.736 -0.669 -1.252
H9 2.087 -2.151 -0.429
H10 5.545 1.167 0.899
H11 4.108 1.628 -0.001
Cl2 -3.286 3.836 -1.831
C8 -4.576 2.762 -2.426
C9 -5.730 2.603 -1.464
Cl3 -5.329 1.683 0.011
H12 -4.123 1.804 -2.667
H13 -4.949 3.210 -3.346
H14 -6.526 2.051 -1.961
H15 -6.121 3.566 -1.151
Cl4 4.141 -1.119 4.829
C10 3.062 -2.320 5.578
C11 2.193 -3.004 4.556
Cl5 0.993 -1.887 3.852
H16 2.464 -1.813 6.331
H17 3.693 -3.057 6.073
H18 1.639 -3.816 5.022
H19 2.785 -3.413 3.741
Cl6 -0.981 2.541 -5.808
C12 -0.472 0.973 -5.131
C13 -1.042 0.738 -3.757
Cl7 -0.339 1.838 -2.541
H20 0.614 0.949 -5.120
H21 -0.830 0.201 -5.810
H22 -0.819 -0.278 -3.433
H23 -2.120 0.874 -3.747

Forces on atoms 1 to 3 (eV/Å):
C 0.76 -0.50 -0.03
C 0.47 0.61 0.51
O -1.18 -0.70 -1.19

Output
Orbital gap (Eh): 0.39536
LUMO (hartree): 0.02021
F_max (eV/A): 1.82
Net charge: 0

---

# 2
# C13H23ClCrNO4P

A molecular structure, C13H23ClCrNO4P at a distorted geometry (wB97M-V/def2-TZVPD, OMol25).

Atoms and positions in Å:
C1 -0.295 0.719 -3.991
C2 -0.949 1.576 -3.112
C3 -0.802 1.473 -1.705
C4 0.082 0.516 -1.145
C5 0.732 -0.340 -2.062
C6 0.535 -0.266 -3.451
C7 -1.460 2.546 -0.847
C8 -2.494 2.265 0.316
N1 -3.133 1.004 0.662
Cr1 0.649 0.284 0.931
C9 1.672 -1.424 -1.584
P1 1.444 -1.702 0.169
H1 -1.586 2.374 -3.525
H2 1.047 -0.989 -4.084
H3 -0.408 0.804 -5.084
H4 2.728 -1.186 -1.807
H5 1.429 -2.398 -2.036
H6 -0.616 3.093 -0.367
H7 -1.938 3.260 -1.538
H8 -1.959 2.644 1.197
C10 2.779 -2.625 0.840
C11 0.001 -2.764 0.379
H9 -3.345 2.968 0.142
C12 -3.373 -0.081 -0.256
C13 -3.031 0.631 2.060
H10 2.130 -0.454 1.132
H11 -4.462 -0.112 -0.503
H12 -2.819 -0.046 -1.212
H13 -3.123 -1.053 0.184
H14 -3.988 0.881 2.535
H15 -2.834 -0.427 2.223
H16 -2.247 1.186 2.614
H17 0.433 -3.764 0.443
H18 -0.563 -2.536 1.293
H19 -0.688 -2.709 -0.469
H20 2.930 -3.443 0.142
H21 3.639 -1.965 0.970
H22 2.445 -2.918 1.827
H23 2.519 0.493 2.062
O1 4.014 -0.186 2.697
Cl1 3.963 1.029 3.643
O2 4.056 0.524 5.028
O3 5.086 1.919 3.297
O4 1.802 1.198 1.991

Forces on atoms 1 to 3 (eV/Å):
C 0.32 -0.43 0.08
C -0.17 0.28 0.50
C 0.20 0.05 -0.43

Output
Expectation value of S²: 6.04
Orbital gap (alpha / beta) (Eh): 0.23872 / 0.19350
LUMO (alpha / beta) (hartree): -0.04691 / -0.09318
2S+1: 5
Energy above the lowest of the compared OMol25 structures with the same formula, charge and spin (kcal/mol): 62.5
F_max (eV/A): 3.34
Net charge: 0

---

# 3
# C13H23ClF6NNbO5P

A molecular structure, C13H23ClF6NNbO5P at a distorted geometry (wB97M-V/def2-TZVPD, OMol25).

Atoms and positions in Å:
C1 4.668 -3.050 0.895
C2 5.285 -1.731 0.346
O1 4.432 -1.259 -0.676
C3 4.512 0.153 -0.804
C4 3.598 0.685 -1.899
O2 2.204 0.532 -1.723
C5 1.767 0.371 -0.363
Nb1 -0.501 0.724 -0.294
C6 -0.695 -0.416 -2.228
N1 -0.167 2.461 -1.437
Cl1 -0.802 -1.372 1.017
C7 -2.761 1.177 -0.366
O3 -3.121 1.815 -1.290
C8 -3.924 0.802 0.642
F1 -3.550 0.164 1.752
F2 -4.415 2.008 1.083
C9 -5.172 0.084 0.059
F3 -6.132 0.188 1.010
F4 -5.695 0.700 -0.992
C10 -5.017 -1.432 -0.265
F5 -3.947 -2.039 0.281
F6 -6.096 -2.063 0.222
C11 -5.034 -1.773 -1.796
O4 -6.041 -1.917 -2.326
O5 -3.872 -1.923 -2.442
P1 -0.084 2.153 1.784
C12 1.124 1.142 2.828
C13 -1.552 2.360 2.911
H1 3.683 -3.168 0.427
H2 5.259 -3.920 0.590
H3 4.498 -3.009 1.975
H4 5.400 -1.002 1.162
H5 6.283 -1.983 -0.054
H6 5.554 0.375 -1.128
H7 4.410 0.669 0.163
H8 3.907 1.729 -2.107
H9 3.864 0.127 -2.815
H10 2.198 1.199 0.232
H11 1.996 -0.618 0.057
H12 -0.334 0.185 -3.079
H13 -1.722 -0.717 -2.490
H14 -0.056 -1.316 -2.224
H15 0.626 2.958 -1.037
H16 0.001 2.234 -2.413
H17 -3.204 -2.315 -1.852
H18 1.265 0.144 2.390
H19 2.097 1.637 2.916
H20 0.697 0.949 3.823
H21 -1.216 2.976 3.764
H22 -2.354 2.926 2.431
H23 -1.863 1.401 3.340

Forces on atoms 1 to 3 (eV/Å):
C -0.24 0.41 -0.47
C -0.24 -1.33 0.34
O -0.16 0.66 0.36

Output
Orbital gap (Eh): 0.21853
LUMO (hartree): 0.06324
F_max (eV/A): 4.63
Net charge: -1

---

# 4
# C13H23ClFeNP

A molecular structure, C13H23ClFeNP at a distorted geometry (wB97M-V/def2-TZVPD, OMol25).

Atoms and positions in Å:
C1 2.614 1.827 -0.324
C2 1.841 1.845 0.840
C3 0.960 0.786 1.137
C4 0.906 -0.307 0.270
C5 1.621 -0.293 -0.928
C6 2.493 0.763 -1.220
C7 0.106 0.878 2.371
C8 -0.707 2.195 2.432
N1 -1.529 2.423 1.278
Fe1 0.407 -2.175 0.930
C9 1.468 -1.420 -1.912
P1 0.108 -2.528 -1.282
H1 1.937 2.679 1.541
H2 3.069 0.725 -2.146
H3 3.305 2.642 -0.538
H4 2.390 -2.021 -2.004
H5 1.172 -1.077 -2.917
H6 -0.575 0.018 2.458
H7 0.739 0.855 3.272
H8 -1.402 2.131 3.288
C10 0.383 -4.048 -2.194
C11 -1.354 -1.765 -2.050
H9 -0.042 3.058 2.566
C12 -1.228 3.428 0.306
C13 -2.579 1.482 1.024
H10 -0.606 -3.522 0.779
H11 -1.792 4.360 0.505
H12 -0.153 3.667 0.316
H13 -1.515 3.075 -0.700
H14 -3.425 1.976 0.523
H15 -2.244 0.635 0.391
H16 -2.901 1.071 1.992
H17 -1.073 -1.318 -3.013
H18 -2.107 -2.551 -2.193
H19 -1.757 -0.987 -1.388
H20 1.077 -3.857 -3.023
H21 0.812 -4.797 -1.519
H22 -0.578 -4.410 -2.579
H23 -1.108 -2.945 0.847
Cl1 1.266 -2.497 2.863

Forces on atoms 1 to 3 (eV/Å):
C -0.12 -0.22 0.00
C -0.10 -0.32 -0.02
C 0.68 0.71 -0.30

Output
Expectation value of S²: 6.03
Orbital gap (alpha / beta) (Eh): 0.28410 / 0.25696
LUMO (alpha / beta) (hartree): 0.01691 / -0.01475
2S+1: 5
F_max (eV/A): 3.01
Net charge: 0

---

Q: Which of these has the lowest net charge?
A: C13H23ClF6NNbO5P